21 unconnected molecules or ions with the total composition C84H105N21 in a non-equilibrium geometry. Source: OMol25; level of theory: ωB97M-V with the def2-TZVPD basis set.

The total energy is -4413.4896 Ha. The value obtained for the energy above the lowest of the compared OMol25 structures with the same formula, charge and spin is 8.2 kcal/mol. The highest occupied orbital energy comes out at -7.71 eV.

Last column: Mulliken charge in e.
Cartesian coordinates (Å):
N1 24.2700 -16.0961 -8.4743  0.3939
C1 23.2101 -16.7780 -8.9707  -0.4155
C2 23.6171 -18.0144 -9.3129  -1.1510
C3 24.9234 -18.1264 -8.9057  -0.2268
C4 25.3598 -16.9839 -8.2945  -1.4630
H1 24.2047 -15.1905 -7.9481  0.3781
H2 22.2409 -16.2993 -9.0118  0.6446
H3 23.0534 -18.7863 -9.8510  0.5790
H4 25.4946 -19.0139 -9.1707  0.5206
H5 26.3048 -16.5816 -7.8484  0.7773
N2 23.8920 -19.2409 0.7398  1.7748
C5 23.9322 -19.0195 2.0978  -0.4026
C6 24.9806 -19.7497 2.5920  -1.1476
C7 25.6103 -20.4118 1.5195  -0.6591
C8 24.9308 -20.0582 0.3917  -0.9642
H6 23.2416 -18.8784 0.0264  -0.5549
H7 23.2685 -18.3383 2.6705  0.2014
H8 25.2837 -19.7253 3.6186  0.4702
H9 26.4289 -21.1450 1.5627  0.4986
H10 24.9715 -20.5091 -0.5647  0.7998
N3 27.2679 -21.7557 -1.9457  1.0351
C9 28.3490 -21.2122 -1.3075  -0.6614
C10 29.4479 -22.0296 -1.5551  -0.8376
C11 28.9269 -23.1658 -2.3035  -0.9780
C12 27.5967 -22.9259 -2.4769  -0.2735
H11 26.3677 -21.4132 -1.8276  -0.2015
H12 28.2500 -20.2832 -0.6999  0.3732
H13 30.4784 -21.8672 -1.1654  0.3803
H14 29.3716 -24.1250 -2.4953  0.5158
H15 26.7786 -23.5255 -2.8860  0.5127
N4 20.6748 -18.7845 -1.8200  0.8833
C13 19.5315 -18.7739 -1.1095  -0.9978
C14 19.7458 -18.0205 0.0068  -0.7311
C15 21.0501 -17.5516 -0.0451  0.8640
C16 21.6648 -18.0125 -1.2151  -0.8156
H16 20.6897 -19.1565 -2.7658  -0.3150
H17 18.6660 -19.3369 -1.3957  0.5551
H18 19.0072 -17.7920 0.7631  0.5313
H19 21.5142 -16.8459 0.6442  -0.0547
H20 22.6603 -17.8276 -1.6556  -0.6102
N5 27.9460 -11.1127 -1.1170  0.0698
C17 26.6128 -11.2019 -1.5495  -1.0900
C18 26.5222 -12.1113 -2.5770  -0.5577
C19 27.8945 -12.6326 -2.7654  1.1613
C20 28.6752 -12.0298 -1.8557  -0.9410
H21 28.2998 -10.5084 -0.4096  0.1703
H22 25.9452 -10.4208 -1.1796  0.3993
H23 25.6695 -12.3606 -3.2718  0.4083
H24 28.2708 -13.4143 -3.4392  -0.0822
H25 29.7297 -12.1178 -1.6582  0.4114
N6 21.0543 -25.1506 -1.0865  0.0688
C21 19.8143 -24.6694 -0.7927  -0.1670
C22 18.9037 -25.4508 -1.4571  -0.7775
C23 19.6283 -26.3061 -2.3302  -0.5423
C24 20.9606 -26.1258 -2.0622  -0.6044
H26 21.8886 -24.6358 -0.8575  0.2338
H27 19.6410 -23.9798 0.0412  0.3504
H28 17.8313 -25.4131 -1.4056  0.3940
H29 19.2967 -27.1339 -2.8888  0.4874
H30 21.8163 -26.6310 -2.3397  0.5099
N7 20.5640 -15.1042 -1.7494  1.2399
C25 21.5431 -14.1204 -1.9114  -1.2780
C26 20.9900 -12.8516 -2.0388  -0.4656
C27 19.5996 -13.0575 -1.9651  -0.9984
C28 19.4048 -14.3650 -1.7070  -0.5782
H31 20.6687 -16.0800 -1.4315  -0.1053
H32 22.5624 -14.3658 -1.9423  0.7522
H33 21.6142 -11.9639 -2.0775  0.5235
H34 18.7906 -12.3416 -1.9899  0.4666
H35 18.4806 -14.8666 -1.4479  0.5074
N8 28.6831 -15.9859 -1.4298  0.2490
C29 28.4436 -17.3729 -1.6817  -0.3250
C30 29.4371 -17.7663 -2.5379  0.0487
C31 30.2854 -16.6839 -2.8662  -0.9205
C32 29.7460 -15.5954 -2.2099  -1.2125
H36 28.1781 -15.3176 -0.9153  0.3392
H37 27.6084 -17.8924 -1.0995  0.0269
H38 29.6620 -18.7590 -2.8507  0.6496
H39 31.1741 -16.6736 -3.4502  0.6345
H40 30.1140 -14.5854 -2.1497  0.5639
N9 19.8380 -16.0969 -4.9415  0.3597
C33 19.0132 -15.7723 -5.9988  -0.7860
C34 19.4785 -16.3702 -7.1232  -1.0032
C35 20.6558 -17.0220 -6.7635  0.3395
C36 20.9132 -16.8100 -5.3933  -1.0549
H41 19.6831 -15.7406 -3.9988  0.0371
H42 18.0104 -15.4055 -5.8657  0.4312
H43 18.9596 -16.4815 -8.1178  0.3452
H44 21.2904 -17.6367 -7.4215  0.4469
H45 21.7875 -17.1524 -4.8378  0.8279
N10 22.0993 -14.1236 -7.1581  0.2216
C37 22.5453 -13.5254 -8.2900  -0.6560
C38 23.6723 -12.7569 -7.9692  -0.7452
C39 23.9905 -13.0617 -6.6263  -0.5782
C40 22.9838 -13.8429 -6.1342  -0.4306
H46 21.2597 -14.6958 -7.1516  0.2157
H47 22.0955 -13.6984 -9.2320  0.4032
H48 24.2779 -12.2431 -8.6912  0.4159
H49 24.8225 -12.6037 -6.1098  0.5341
H50 22.7477 -14.1830 -5.1272  0.5075
N11 31.2041 -14.2434 -5.3777  0.0889
C41 32.4334 -14.8024 -5.1199  -0.6456
C42 33.0829 -13.9484 -4.2332  -0.6545
C43 32.1595 -12.9087 -3.8992  -0.7330
C44 31.0017 -13.1281 -4.6187  -0.4442
H51 30.5320 -14.8646 -5.7790  0.5566
H52 32.7672 -15.7104 -5.6735  0.3910
H53 34.1253 -14.0544 -4.0067  0.4513
H54 32.3116 -12.1792 -3.1904  0.5230
H55 30.0143 -12.6217 -4.6192  0.5453
N12 28.8592 -20.3567 -4.6347  1.1120
C45 29.7835 -20.5707 -5.6289  -1.4572
C46 29.3145 -20.0779 -6.7927  -0.6424
C47 27.9665 -19.5842 -6.5154  0.1180
C48 27.7105 -19.8148 -5.1790  -0.8879
H56 28.8600 -20.8165 -3.7535  -0.1836
H57 30.6898 -21.1492 -5.5025  0.4801
H58 29.8613 -20.0057 -7.7114  0.6008
H59 27.3139 -19.1944 -7.2350  0.5065
H60 26.8924 -19.5594 -4.5624  0.1800
N13 25.6347 -16.3820 0.7591  0.6628
C49 26.4890 -15.4194 1.1654  -1.0415
C50 26.2682 -14.2747 0.4387  -1.0418
C51 25.1079 -14.4942 -0.3400  0.0604
C52 24.7485 -15.8091 -0.1827  0.2935
H61 25.5983 -17.3260 1.0754  -0.0834
H62 27.2850 -15.6734 1.8981  0.3378
H63 26.7457 -13.2980 0.5848  0.4226
H64 24.6189 -13.6896 -0.8361  0.5832
H65 23.8968 -16.3382 -0.5066  -0.0164
N14 23.7682 -23.0737 0.7614  0.1877
C53 24.5753 -23.2144 -0.3481  -1.2681
C54 23.9293 -22.5732 -1.3971  -0.0686
C55 22.7253 -21.9871 -0.9238  1.0878
C56 22.6628 -22.3123 0.3736  -1.7139
H66 24.0704 -23.1815 1.7158  0.3063
H67 25.5768 -23.6968 -0.4449  0.3507
H68 24.3383 -22.6107 -2.4180  0.7511
H69 21.8991 -21.5422 -1.5042  -0.0077
H70 21.8643 -22.1565 1.0947  0.3862
N15 20.5399 -22.6534 -3.9283  0.2471
C57 20.0531 -21.3932 -4.1555  -1.3529
C58 20.9262 -20.7437 -4.9040  -0.6899
C59 21.9920 -21.6421 -5.2097  -0.3557
C60 21.7197 -22.8748 -4.5675  -0.5261
H71 19.9568 -23.3989 -3.5309  0.2255
H72 19.1450 -20.9599 -3.7985  0.4986
H73 20.8030 -19.7197 -5.2177  1.3413
H74 22.8586 -21.4116 -5.8087  0.2989
H75 22.2567 -23.8602 -4.5282  0.3881
N16 28.0941 -14.4981 -7.1996  0.3422
C61 27.7023 -14.7987 -5.8988  -2.1854
C62 28.1277 -16.0706 -5.6235  2.1040
C63 28.9184 -16.5098 -6.7175  -0.0433
C64 28.8842 -15.5097 -7.6958  -1.5940
H76 27.9239 -13.6037 -7.6617  0.2684
H77 27.2226 -14.1444 -5.2034  0.4174
H78 27.9519 -16.6300 -4.7312  0.1788
H79 29.4117 -17.4769 -6.8494  0.1889
H80 29.2792 -15.4979 -8.6763  0.5600
N17 30.9054 -16.1892 -10.6077  0.0051
C65 30.4310 -17.4469 -10.2172  -0.8800
C66 29.1026 -17.4828 -10.4373  0.1034
C67 28.7360 -16.2941 -11.1535  -0.5885
C68 29.8715 -15.5109 -11.2281  -0.7043
H81 31.8742 -15.9448 -10.6550  0.2019
H82 31.0741 -18.1475 -9.7938  0.4897
H83 28.4751 -18.3229 -10.0992  0.3968
H84 27.7687 -16.1324 -11.5222  0.4991
H85 30.1498 -14.6148 -11.7899  0.3882
N18 21.5005 -14.5479 1.6707  0.0402
C69 20.4622 -15.1234 2.3265  -0.4367
C70 20.9199 -15.9032 3.3755  -0.6610
C71 22.3772 -15.7792 3.3440  -0.6400
C72 22.6629 -15.0092 2.2195  -0.6638
H86 21.5006 -14.0517 0.7661  0.2376
H87 19.4067 -14.8835 2.0726  0.3927
H88 20.2295 -16.4596 4.0367  0.3772
H89 23.1564 -16.1935 3.9555  0.5973
H90 23.6122 -14.5907 1.9607  0.6980
N19 25.0552 -17.3923 -4.8651  2.3984
C73 24.2903 -18.4914 -5.0543  -0.9011
C74 23.8250 -18.9458 -3.8530  -0.3064
C75 24.4151 -18.0899 -2.8718  1.1920
C76 25.1429 -17.1130 -3.5635  -1.6017
H91 25.4706 -16.9310 -5.6828  -0.7027
H92 24.0345 -18.7993 -6.0958  0.2192
H93 23.2242 -19.8263 -3.7433  0.0060
H94 24.4145 -18.2245 -1.7942  -0.5607
H95 25.6179 -16.1789 -3.2558  0.7613
N20 18.6053 -20.6775 -8.0630  0.0073
C77 18.1654 -19.6902 -8.9445  -0.5741
C78 19.2384 -19.2695 -9.6696  -0.7011
C79 20.3692 -20.0359 -9.1845  0.4428
C80 19.9280 -20.8707 -8.2084  -1.4561
H96 17.8788 -21.2997 -7.7856  0.2571
H97 17.0771 -19.4967 -8.9288  0.3716
H98 19.2793 -18.5239 -10.4269  0.5021
H99 21.3539 -19.8611 -9.6160  0.4461
H100 20.4248 -21.6024 -7.6280  0.7330
N21 26.7425 -22.6951 -6.4156  0.1305
C81 25.4389 -23.0502 -6.5135  -1.0433
C82 25.3657 -24.3486 -6.1118  -0.3505
C83 26.7072 -24.8500 -5.8147  -0.9321
C84 27.4917 -23.7759 -6.0223  -0.3097
H101 27.0953 -21.7364 -6.4377  0.5846
H102 24.6846 -22.3914 -6.7211  0.7307
H103 24.5166 -25.0039 -5.9856  0.4476
H104 26.9874 -25.8332 -5.5045  0.4460
H105 28.5728 -23.7432 -5.9827  0.4244